{
  "formula": "C34H94N8O9",
  "method": "ωB97M-V with the def2-TZVPD basis set",
  "smiles": "COC[C@H](C)N.COC[C@H](C)N.COC[C@H](C)N.COC[C@H](C)N.COC[C@H](C)N.COC[C@H](C)N.COC[C@H](C)N.COC[C@H](C)N.CCO",
  "lumo_energy_ev": 0.41,
  "orbital_gap_ev": 8.64,
  "homo_energy_ev": -8.2,
  "relative_energy_ev": 2.681,
  "elements": ["C", "O", "C", "C", "C", "N", "H", "H", "H", "H", "H", "H", "H", "H", "H", "H", "H", "C", "O", "C", "C", "C", "N", "H", "H", "H", "H", "H", "H", "H", "H", "H", "H", "H", "C", "O", "C", "C", "C", "N", "H", "H", "H", "H", "H", "H", "H", "H", "H", "H", "H", "C", "O", "C", "C", "C", "N", "H", "H", "H", "H", "H", "H", "H", "H", "H", "H", "H", "C", "O", "C", "C", "C", "N", "H", "H", "H", "H", "H", "H", "H", "H", "H", "H", "H", "C", "O", "C", "C", "C", "N", "H", "H", "H", "H", "H", "H", "H", "H", "H", "H", "H", "C", "O", "C", "C", "C", "N", "H", "H", "H", "H", "H", "H", "H", "H", "H", "H", "H", "C", "O", "C", "C", "C", "N", "H", "H", "H", "H", "H", "H", "H", "H", "H", "H", "H", "C", "C", "O", "H", "H", "H", "H", "H", "H"],
  "positions_angstrom": [[5.95, 0.89, -0.40], [4.74, 1.32, 0.17], [3.57, 1.46, -0.66], [2.71, 2.65, -0.20], [3.56, 3.86, 0.21], [1.78, 2.22, 0.85], [6.69, 0.68, 0.36], [6.37, 1.77, -0.95], [5.88, -0.03, -1.08], [3.93, 1.58, -1.69], [3.05, 0.51, -0.69], [2.21, 3.00, -1.11], [4.13, 4.17, -0.68], [4.20, 3.79, 1.07], [2.88, 4.67, 0.39], [1.19, 1.39, 0.71], [1.15, 3.00, 1.06], [-2.29, -6.38, -4.41], [-0.99, -6.08, -4.02], [-0.72, -4.72, -4.09], [0.58, -4.45, -3.37], [0.65, -4.80, -1.87], [0.76, -3.00, -3.39], [-2.27, -7.43, -4.47], [-2.53, -5.91, -5.38], [-3.09, -6.08, -3.74], [-0.50, -4.52, -5.17], [-1.55, -4.13, -3.71], [1.43, -4.98, -3.82], [-0.13, -4.25, -1.35], [1.58, -4.39, -1.51], [0.52, -5.88, -1.63], [0.84, -2.65, -4.35], [1.62, -2.80, -2.87], [-1.62, 0.40, 5.71], [-2.04, 1.75, 5.67], [-1.10, 2.79, 5.94], [-0.53, 2.80, 7.42], [-1.57, 3.20, 8.44], [0.52, 3.75, 7.54], [-0.94, 0.20, 4.85], [-2.45, -0.30, 5.67], [-0.98, 0.19, 6.58], [-0.25, 2.82, 5.20], [-1.68, 3.71, 5.79], [-0.28, 1.79, 7.64], [-2.07, 4.13, 8.16], [-1.09, 3.30, 9.44], [-2.36, 2.47, 8.44], [1.37, 3.67, 6.97], [0.18, 4.71, 7.37], [3.44, 5.37, -4.39], [3.80, 4.16, -4.97], [2.75, 3.19, -4.80], [2.97, 1.91, -5.61], [4.26, 1.25, -5.27], [2.94, 2.33, -6.99], [4.24, 6.10, -4.47], [3.22, 5.45, -3.30], [2.66, 5.87, -4.97], [2.71, 2.97, -3.71], [1.76, 3.66, -5.03], [2.12, 1.29, -5.44], [4.30, 0.46, -6.05], [4.31, 0.79, -4.24], [5.02, 1.99, -5.40], [2.01, 2.60, -7.30], [3.54, 3.17, -7.13], [-1.70, 1.42, 1.87], [-0.87, 0.72, 0.95], [-1.58, -0.26, 0.23], [-0.63, -0.89, -0.76], [0.00, 0.12, -1.67], [-1.41, -1.83, -1.55], [-2.47, 1.95, 1.27], [-1.15, 2.14, 2.45], [-2.15, 0.74, 2.60], [-2.00, -1.02, 0.92], [-2.47, 0.20, -0.29], [0.13, -1.41, -0.13], [0.46, -0.44, -2.51], [0.74, 0.68, -1.14], [-0.73, 0.87, -2.00], [-0.80, -2.16, -2.28], [-1.74, -2.57, -0.89], [-3.80, -4.42, -0.65], [-2.78, -3.94, 0.23], [-2.81, -4.44, 1.52], [-2.62, -5.99, 1.61], [-2.88, -6.45, 3.01], [-1.21, -6.30, 1.26], [-3.90, -3.66, -1.44], [-4.75, -4.44, -0.14], [-3.47, -5.35, -1.10], [-1.95, -4.04, 2.02], [-3.77, -4.11, 1.94], [-3.35, -6.44, 0.94], [-3.91, -6.25, 3.28], [-2.23, -5.95, 3.78], [-2.66, -7.55, 3.03], [-0.99, -7.30, 1.29], [-0.97, -6.08, 0.32], [0.99, -3.55, 1.80], [1.68, -2.77, 2.75], [2.12, -1.55, 2.22], [2.89, -0.84, 3.33], [2.02, -0.72, 4.58], [3.41, 0.46, 3.00], [-0.02, -3.17, 1.50], [0.85, -4.56, 2.19], [1.58, -3.64, 0.89], [2.69, -1.71, 1.28], [1.25, -0.93, 1.95], [3.74, -1.46, 3.52], [2.55, -0.30, 5.43], [1.51, -1.66, 4.83], [1.32, 0.04, 4.26], [2.75, 1.12, 2.68], [4.09, 0.47, 2.29], [-0.55, 5.73, 1.73], [-0.34, 4.99, 0.52], [-1.59, 4.52, 0.03], [-1.32, 3.56, -1.13], [-0.57, 4.22, -2.31], [-2.53, 2.84, -1.48], [-1.09, 5.08, 2.43], [-1.19, 6.59, 1.57], [0.41, 6.08, 2.09], [-2.11, 3.96, 0.83], [-2.18, 5.36, -0.36], [-0.65, 2.79, -0.72], [0.34, 4.73, -2.07], [-1.28, 4.95, -2.72], [-0.29, 3.45, -3.02], [-3.25, 3.43, -1.89], [-2.45, 2.08, -2.14], [-4.41, -0.80, -3.17], [-5.28, -0.39, -2.02], [-6.00, 0.81, -2.30], [-5.03, -1.09, -4.01], [-3.73, -1.63, -2.89], [-3.73, 0.04, -3.45], [-4.69, -0.07, -1.16], [-5.97, -1.22, -1.71], [-6.57, 0.77, -3.09]]
}

***

{
  "formula": "C34H96N17O5P5",
  "method": "ωB97M-V with the def2-TZVPD basis set",
  "smiles": "CN(C)P(=O)(N(C)C)N(C)C.CN(C)P(=O)(N(C)C)N(C)C.CN(C)P(=O)(N(C)C)N(C)C.CN(C)P(=O)(N(C)C)N(C)C.CN(C)P(=O)(N(C)C)N(C)C.CC#N.CC#N",
  "lumo_energy_ev": 0.48,
  "orbital_gap_ev": 8.42,
  "homo_energy_ev": -7.9,
  "relative_energy_ev": 5.462,
  "elements": ["C", "N", "C", "P", "O", "N", "C", "C", "N", "C", "C", "H", "H", "H", "H", "H", "H", "H", "H", "H", "H", "H", "H", "H", "H", "H", "H", "H", "H", "C", "N", "C", "P", "O", "N", "C", "C", "N", "C", "C", "H", "H", "H", "H", "H", "H", "H", "H", "H", "H", "H", "H", "H", "H", "H", "H", "H", "H", "C", "N", "C", "P", "O", "N", "C", "C", "N", "C", "C", "H", "H", "H", "H", "H", "H", "H", "H", "H", "H", "H", "H", "H", "H", "H", "H", "H", "H", "C", "N", "C", "P", "O", "N", "C", "C", "N", "C", "C", "H", "H", "H", "H", "H", "H", "H", "H", "H", "H", "H", "H", "H", "H", "H", "H", "H", "H", "C", "N", "C", "P", "O", "N", "C", "C", "N", "C", "C", "H", "H", "H", "H", "H", "H", "H", "H", "H", "H", "H", "H", "H", "H", "H", "H", "H", "H", "C", "C", "N", "H", "H", "H", "C", "C", "N", "H", "H", "H"],
  "positions_angstrom": [[2.77, 6.90, 6.55], [1.54, 6.26, 6.11], [1.26, 5.05, 6.92], [0.25, 7.12, 5.33], [-0.37, 8.23, 6.08], [0.84, 7.62, 3.77], [1.87, 6.87, 3.06], [-0.04, 8.46, 2.98], [-0.80, 5.91, 4.81], [-2.28, 6.17, 4.85], [-0.44, 4.84, 3.94], [3.62, 6.28, 6.27], [2.71, 7.08, 7.62], [2.88, 7.87, 6.06], [0.81, 5.34, 7.87], [2.23, 4.60, 7.11], [0.56, 4.33, 6.50], [2.63, 7.62, 2.83], [2.34, 6.15, 3.73], [1.60, 6.30, 2.17], [0.57, 8.99, 2.25], [-0.68, 7.67, 2.59], [-0.59, 9.16, 3.61], [-2.65, 6.26, 5.87], [-2.45, 7.18, 4.48], [-2.77, 5.39, 4.26], [-1.23, 4.09, 3.96], [0.47, 4.35, 4.28], [-0.22, 5.18, 2.92], [-11.25, 2.43, -2.17], [-10.37, 1.41, -2.68], [-9.46, 0.90, -1.65], [-9.93, 1.26, -4.36], [-9.18, 0.03, -4.67], [-11.38, 1.58, -5.23], [-12.51, 0.70, -5.06], [-11.14, 1.93, -6.65], [-9.05, 2.70, -4.65], [-9.67, 3.97, -4.40], [-7.61, 2.65, -4.70], [-12.07, 2.60, -2.87], [-10.70, 3.33, -1.91], [-11.72, 2.19, -1.21], [-8.88, 1.70, -1.19], [-8.74, 0.23, -2.13], [-10.01, 0.37, -0.87], [-12.30, -0.35, -4.86], [-13.03, 1.08, -4.18], [-13.27, 0.76, -5.84], [-11.14, 1.06, -7.31], [-11.97, 2.44, -7.15], [-10.24, 2.52, -6.82], [-9.20, 4.70, -5.06], [-10.75, 3.94, -4.57], [-9.34, 4.30, -3.42], [-7.34, 3.28, -5.54], [-7.17, 1.73, -5.07], [-7.11, 3.03, -3.81], [7.37, -4.06, -10.48], [7.84, -3.83, -9.05], [6.75, -3.50, -8.13], [9.33, -4.48, -8.40], [9.74, -3.88, -7.11], [8.95, -6.11, -8.33], [8.87, -6.73, -7.02], [8.56, -6.94, -9.49], [10.49, -4.31, -9.66], [10.77, -2.96, -10.31], [11.60, -5.23, -9.75], [8.20, -4.22, -11.16], [6.91, -3.14, -10.84], [6.62, -4.84, -10.61], [7.08, -2.84, -7.32], [6.31, -4.41, -7.73], [5.97, -2.94, -8.65], [9.87, -6.73, -6.60], [8.32, -6.06, -6.36], [8.40, -7.71, -7.00], [9.08, -7.90, -9.44], [7.47, -7.00, -9.45], [8.85, -6.39, -10.38], [11.34, -2.35, -9.61], [11.43, -3.10, -11.17], [9.88, -2.44, -10.65], [12.10, -5.34, -8.78], [12.30, -4.85, -10.49], [11.32, -6.19, -10.18], [-4.60, -4.66, 9.42], [-5.97, -4.41, 8.92], [-6.41, -5.47, 7.98], [-6.52, -2.81, 8.56], [-7.92, -2.79, 8.08], [-6.16, -1.89, 9.97], [-6.35, -2.52, 11.34], [-6.52, -0.47, 10.05], [-5.38, -2.25, 7.46], [-3.98, -1.94, 7.78], [-5.65, -2.27, 6.04], [-3.83, -4.44, 8.68], [-4.54, -5.67, 9.83], [-4.38, -3.94, 10.21], [-5.69, -5.69, 7.19], [-7.35, -5.29, 7.47], [-6.62, -6.40, 8.51], [-7.38, -2.46, 11.68], [-6.13, -3.59, 11.38], [-5.68, -2.05, 12.06], [-7.54, -0.38, 10.42], [-5.94, 0.12, 10.76], [-6.48, 0.03, 9.08], [-3.80, -2.14, 8.84], [-3.29, -2.50, 7.16], [-3.83, -0.86, 7.75], [-5.13, -3.17, 5.70], [-5.37, -1.30, 5.62], [-6.72, -2.33, 5.85], [5.41, -4.12, 2.38], [5.82, -3.07, 1.40], [5.49, -3.35, -0.02], [5.73, -1.41, 1.90], [4.30, -1.00, 2.17], [6.77, -1.40, 3.31], [8.13, -1.98, 3.30], [6.49, -0.62, 4.50], [6.63, -0.46, 0.69], [7.93, -0.83, 0.06], [6.26, 1.01, 0.53], [5.89, -3.84, 3.31], [5.75, -5.07, 1.95], [4.33, -4.17, 2.48], [5.65, -4.37, -0.36], [6.11, -2.62, -0.55], [4.43, -3.13, -0.17], [8.24, -2.56, 2.39], [8.88, -1.19, 3.34], [8.29, -2.61, 4.17], [7.00, 0.33, 4.35], [5.42, -0.44, 4.60], [6.88, -1.07, 5.42], [8.34, -1.73, 0.50], [7.77, -0.98, -1.01], [8.56, 0.05, 0.16], [6.92, 1.64, 1.11], [5.23, 1.06, 0.88], [6.23, 1.38, -0.49], [1.26, 4.11, -8.31], [1.02, 4.41, -6.85], [0.83, 4.64, -5.77], [0.53, 3.39, -8.69], [2.24, 3.65, -8.33], [1.41, 4.99, -8.93], [-1.93, 0.01, -1.84], [-1.39, -0.26, -3.19], [-0.93, -0.43, -4.24], [-1.33, -0.35, -1.00], [-2.93, -0.42, -1.77], [-2.16, 1.08, -1.81]]
}

***

{
  "formula": "C34H98N4O22",
  "method": "ωB97M-V with the def2-TZVPD basis set",
  "lumo_energy_ev": 0.05,
  "orbital_gap_ev": 8.97,
  "homo_energy_ev": -8.9,
  "relative_energy_ev": 5.665,
  "elements": ["C", "C", "C", "O", "C", "N", "H", "H", "H", "H", "H", "H", "H", "H", "H", "H", "H", "C", "C", "C", "O", "C", "N", "H", "H", "H", "H", "H", "H", "H", "H", "H", "H", "H", "C", "C", "C", "O", "C", "N", "H", "H", "H", "H", "H", "H", "H", "H", "H", "H", "H", "C", "C", "C", "O", "C", "N", "H", "H", "H", "H", "H", "H", "H", "H", "H", "H", "H", "C", "C", "O", "O", "H", "H", "H", "H", "H", "H", "C", "C", "O", "O", "H", "H", "H", "H", "H", "H", "C", "C", "O", "O", "H", "H", "H", "H", "H", "H", "C", "C", "O", "O", "H", "H", "H", "H", "H", "H", "C", "C", "O", "O", "H", "H", "H", "H", "H", "H", "C", "C", "O", "O", "H", "H", "H", "H", "H", "H", "C", "C", "O", "O", "H", "H", "H", "H", "H", "H", "C", "C", "O", "O", "H", "H", "H", "H", "H", "H", "C", "C", "O", "O", "H", "H", "H", "H", "H", "H"],
  "positions_angstrom": [[-3.51, -4.16, 4.06], [-3.40, -3.95, 2.55], [-4.80, -3.80, 1.85], [-5.53, -2.69, 2.44], [-6.90, -2.63, 1.92], [-2.52, -2.89, 2.38], [-4.04, -3.39, 4.61], [-2.55, -4.27, 4.56], [-4.10, -5.06, 4.28], [-2.82, -4.78, 2.15], [-5.35, -4.73, 1.96], [-4.66, -3.60, 0.79], [-6.85, -2.47, 0.85], [-7.17, -1.61, 2.20], [-7.57, -3.41, 2.30], [-3.01, -2.06, 2.67], [-2.41, -2.64, 1.41], [-4.07, -0.75, -3.51], [-3.14, -0.35, -2.27], [-3.94, -0.13, -0.99], [-2.97, -0.05, -0.01], [-3.59, 0.22, 1.24], [-2.12, -1.30, -2.17], [-4.86, -0.03, -3.68], [-4.55, -1.72, -3.53], [-3.47, -0.92, -4.40], [-2.79, 0.63, -2.61], [-4.59, -0.97, -0.73], [-4.55, 0.77, -0.98], [-2.86, 0.44, 2.02], [-4.27, -0.55, 1.59], [-4.28, 1.06, 1.21], [-1.68, -1.00, -1.31], [-1.41, -0.93, -2.79], [0.90, 2.97, -7.84], [0.62, 3.96, -6.76], [-0.47, 3.42, -5.87], [-0.08, 2.38, -4.96], [-0.95, 1.88, -3.91], [1.87, 4.15, -6.00], [1.74, 3.40, -8.39], [0.03, 3.01, -8.49], [1.27, 1.97, -7.64], [0.40, 4.87, -7.31], [-1.22, 3.03, -6.55], [-0.87, 4.29, -5.34], [-0.50, 1.08, -3.33], [-1.82, 1.33, -4.27], [-1.42, 2.62, -3.25], [2.63, 4.05, -6.65], [1.93, 3.45, -5.28], [-1.26, 0.45, 4.83], [-1.92, -0.14, 6.10], [-1.53, -1.59, 6.48], [-2.43, -1.88, 7.57], [-2.09, -3.12, 8.23], [-1.47, 0.75, 7.16], [-1.84, 1.28, 4.44], [-1.27, -0.23, 3.98], [-0.22, 0.76, 4.94], [-2.97, 0.05, 5.86], [-0.48, -1.67, 6.75], [-1.84, -2.34, 5.75], [-1.08, -3.14, 8.63], [-2.06, -3.96, 7.54], [-2.78, -3.44, 9.01], [-1.51, 0.14, 7.96], [-0.50, 0.98, 7.01], [4.37, 3.39, 1.78], [4.31, 1.83, 1.59], [5.34, 1.51, 0.72], [4.10, 4.06, 0.54], [5.32, 3.69, 2.23], [3.71, 3.69, 2.59], [3.39, 1.51, 1.10], [4.45, 1.28, 2.52], [5.55, 0.58, 0.80], [3.32, 4.62, 0.66], [-1.29, 5.58, -1.39], [-0.03, 4.69, -1.68], [0.00, 3.48, -0.94], [-1.31, 5.98, -0.02], [-2.23, 5.02, -1.44], [-1.27, 6.52, -1.93], [0.87, 5.24, -1.41], [-0.01, 4.48, -2.75], [0.26, 3.68, -0.04], [-1.41, 5.26, 0.61], [-0.75, 3.68, 3.03], [-1.95, 3.42, 2.21], [-2.58, 4.61, 1.97], [0.20, 4.64, 2.46], [-0.20, 2.74, 3.12], [-1.03, 4.06, 4.01], [-2.66, 2.91, 2.86], [-1.88, 2.76, 1.35], [-3.38, 4.49, 1.44], [0.00, 5.57, 2.61], [0.20, -4.27, 1.47], [-0.66, -4.48, 0.18], [-0.48, -3.44, -0.71], [1.61, -4.62, 1.21], [0.01, -4.88, 2.36], [0.11, -3.22, 1.73], [-1.71, -4.61, 0.42], [-0.43, -5.40, -0.37], [0.47, -3.35, -0.77], [1.95, -4.24, 0.39], [2.92, -4.84, -1.85], [2.60, -5.19, -3.35], [1.21, -5.64, -3.44], [2.10, -3.79, -1.24], [3.99, -4.63, -1.81], [2.85, -5.61, -1.08], [3.27, -6.00, -3.63], [2.59, -4.40, -4.11], [0.63, -4.95, -3.76], [2.30, -3.03, -1.80], [0.23, 0.17, 0.73], [1.12, -0.20, -0.53], [1.37, 1.02, -1.31], [1.01, 0.86, 1.69], [-0.33, -0.64, 1.19], [-0.60, 0.82, 0.47], [0.64, -1.05, -1.01], [2.10, -0.58, -0.21], [0.79, 1.72, -1.01], [1.77, 0.31, 1.90], [2.11, -1.39, -4.99], [2.78, -0.41, -3.99], [3.04, -1.13, -2.82], [3.19, -2.28, -5.52], [1.59, -0.81, -5.76], [1.30, -1.89, -4.46], [2.18, 0.43, -3.65], [3.75, -0.05, -4.35], [3.82, -0.96, -2.28], [3.82, -2.60, -4.88], [3.88, -1.89, 2.87], [2.79, -2.74, 3.59], [3.04, -4.10, 3.26], [3.42, -1.56, 1.59], [4.81, -2.46, 2.75], [4.06, -0.93, 3.35], [1.80, -2.40, 3.28], [2.82, -2.77, 4.68], [2.62, -4.33, 2.43], [3.98, -1.89, 0.89], [3.51, 3.40, -2.71], [4.65, 4.36, -3.16], [5.40, 4.74, -1.95], [3.87, 2.47, -1.69], [3.25, 2.73, -3.53], [2.64, 4.02, -2.51], [4.32, 5.16, -3.82], [5.43, 3.90, -3.76], [5.67, 5.65, -2.10], [3.13, 1.86, -1.60]]
}